The following is a DFT calculation (ωB97M-V with the def2-TZVPD basis set) of 3 unconnected molecules or ions with the total composition C8H19BN7O5P in a non-equilibrium geometry.

The geometry in ORCA input format:
```
! wB97M-V def2-TZVPD RIJCOSX def2/J DEFGRID3
* xyz 0 1
N -4.06 1.17 -3.02
P -3.87 1.10 -1.47
C -2.08 0.97 -1.01
N -1.75 0.04 -0.14
N -0.47 -0.03 0.18
C 0.32 0.84 -0.39
O 1.60 0.80 -0.05
B 1.75 1.24 1.27
O 1.58 2.58 1.57
O 2.06 0.36 2.26
N 0.00 1.76 -1.29
N -1.28 1.82 -1.61
H -4.55 2.02 -3.26
H -4.40 2.18 -0.73
H -4.46 -0.05 -0.93
H 0.67 2.71 1.85
H 1.47 0.56 3.00
C 0.88 -2.90 4.66
N -0.02 -1.92 5.24
C 0.20 -1.09 6.29
C 1.55 -1.17 6.97
O -0.67 -0.31 6.66
H 1.05 -2.65 3.61
H 0.43 -3.89 4.72
H 1.84 -2.92 5.18
H -0.94 -1.82 4.83
H 1.57 -0.44 7.78
H 1.71 -2.16 7.38
H 2.35 -0.93 6.27
C 1.24 0.17 -4.07
N -0.01 0.47 -4.73
C -0.29 0.39 -6.07
C 0.82 -0.08 -6.98
O -1.39 0.67 -6.49
H 1.09 -0.63 -3.34
H 1.61 1.06 -3.55
H 1.99 -0.15 -4.79
H -0.79 0.78 -4.18
H 0.45 -0.09 -8.00
H 1.67 0.61 -6.92
H 1.15 -1.08 -6.71
*
```

## Properties
E_tot ... -1441.94888 hartree
Orbital gap ... 0.2706 hartree
HOMO ... -0.339 Eh
Energy relative to the best compared isomer or geometry (same formula, charge and spin) ... 18.2 kcal per mole

=====

The following is a DFT calculation (ωB97M-V with the def2-TZVPD basis set) of 3 unconnected molecules or ions with the total composition C8H19Br4NP.

The geometry in ORCA input format:
```
! wB97M-V def2-TZVPD RIJCOSX def2/J DEFGRID3
* xyz -1 1
C -2.34 2.95 1.03
C -1.10 2.30 1.67
P -0.11 3.59 2.66
N -0.10 3.08 4.23
C 1.65 3.37 2.02
C 1.83 3.01 0.53
H -2.26 4.03 1.09
H -3.24 2.67 1.58
H -2.46 2.67 -0.02
H -1.44 1.56 2.39
H -0.52 1.76 0.93
H 0.29 2.13 4.23
H 2.20 2.66 2.64
H 2.11 4.34 2.19
H 2.12 3.89 -0.05
H 0.94 2.60 0.07
H 2.64 2.30 0.39
Br 3.33 0.06 -1.17
C 2.47 -1.68 -1.10
C 1.01 -1.57 -0.76
Br 0.74 -1.18 1.12
H 3.01 -2.27 -0.37
H 2.60 -2.12 -2.09
H 0.50 -2.52 -0.93
H 0.51 -0.78 -1.32
Br -2.29 -2.44 -2.91
C -1.74 -4.26 -3.32
C -1.94 -5.18 -2.14
Br -0.60 -4.89 -0.77
H -0.71 -4.21 -3.63
H -2.36 -4.58 -4.16
H -1.84 -6.22 -2.45
H -2.91 -5.04 -1.66
*
```

## Properties
E_tot ... -11008.35608 hartree
Orbital gap ... 0.1572 hartree
HOMO ... -0.092 Eh

=====

The following is a DFT calculation (ωB97M-V with the def2-TZVPD basis set) of 2 unconnected molecules or ions with the total composition C8H19Cl3O3P.

The geometry in ORCA input format:
```
! wB97M-V def2-TZVPD RIJCOSX def2/J DEFGRID3
* xyz 1 1
C 4.13 -0.75 0.84
C 4.13 0.41 -0.14
O 2.83 0.99 -0.23
C 2.09 0.54 -1.33
C 0.60 0.93 -1.17
O 0.36 1.67 0.00
C -0.29 1.00 1.05
C -1.73 0.56 0.74
O -1.99 -0.78 1.22
C -1.79 -1.80 0.32
P -0.16 -2.65 0.64
H 3.94 -0.37 1.84
H 3.36 -1.47 0.59
H 5.10 -1.23 0.83
H 4.81 1.18 0.20
H 4.47 0.06 -1.11
H 2.46 0.98 -2.26
H 2.17 -0.55 -1.45
H 0.28 1.53 -2.01
H 0.01 0.01 -1.21
H 0.28 0.14 1.41
H -0.32 1.71 1.87
H -2.43 1.18 1.29
H -1.95 0.65 -0.31
H -1.84 -1.49 -0.72
H -2.55 -2.56 0.47
H 0.80 -2.43 -0.35
H 0.38 -2.15 1.83
H -0.38 -4.03 0.72
C -5.36 1.77 -0.61
Cl -4.86 0.09 -0.91
Cl -4.12 2.89 -1.16
Cl -6.91 2.10 -1.37
H -5.48 1.89 0.46
*
```

## Properties
E_tot ... -2263.48888 hartree
Orbital gap ... 0.3301 hartree
HOMO ... -0.461 Eh

=====

The following is a DFT calculation (ωB97M-V with the def2-TZVPD basis set) of a molecular structure, C8H19GaN4O3P in a non-equilibrium geometry.

The geometry in ORCA input format:
```
! wB97M-V def2-TZVPD RIJCOSX def2/J DEFGRID3
* xyz -1 1
C -1.21 -2.41 -2.79
C -1.99 -1.60 -1.79
O -3.10 -1.93 -1.56
N -1.45 -0.45 -1.19
C -1.69 0.70 -1.94
C -2.78 1.60 -1.38
O -1.11 1.01 -2.92
Ga 0.44 -0.64 -0.62
N 0.87 -2.37 0.07
C 0.68 0.78 0.86
C 1.51 0.30 2.02
O 2.45 -0.37 1.90
N 1.10 0.69 3.38
C -0.29 0.32 3.63
C 1.29 2.14 3.48
P 2.03 -0.09 -2.29
N 3.43 0.19 -1.55
H -1.14 -1.91 -3.75
H -1.75 -3.33 -2.94
H -0.21 -2.67 -2.46
H -2.42 1.93 -0.41
H -3.64 0.96 -1.22
H -2.97 2.41 -2.06
H 0.43 -2.56 0.96
H 0.71 -3.12 -0.58
H 1.13 1.63 0.38
H -0.33 1.01 1.21
H -0.99 1.04 3.19
H -0.49 -0.66 3.22
H -0.49 0.29 4.70
H 0.40 2.71 3.20
H 2.09 2.44 2.80
H 1.56 2.43 4.49
H 2.16 -1.12 -3.27
H 1.65 1.12 -2.95
H 4.15 -0.43 -1.89
*
```

## Properties
E_tot ... -3027.13704 hartree
Orbital gap ... 0.2532 hartree
HOMO ... -0.140 Eh

=====

The following is a DFT calculation (ωB97M-V with the def2-TZVPD basis set) of 2 unconnected molecules or ions with the total composition C8H19INO in a non-equilibrium geometry.

The geometry in ORCA input format:
```
! wB97M-V def2-TZVPD RIJCOSX def2/J DEFGRID3
* xyz 1 1
C -2.40 -2.88 -1.31
C 3.27 1.66 1.12
C -2.72 -1.65 -0.39
C -1.78 -1.45 0.78
C -0.38 -0.83 0.32
C -0.38 0.75 0.41
C 0.60 1.39 -0.58
C 2.73 0.94 -0.05
N 2.90 1.78 -1.33
O 0.59 2.75 -0.48
I 3.34 -1.04 -0.45
H -2.06 -3.57 -0.64
H -3.30 -3.37 -1.70
H -1.79 -2.89 -2.18
H 2.66 1.53 1.96
H 3.51 2.70 0.87
H 4.17 1.24 1.38
H -3.71 -1.88 -0.02
H -2.77 -0.72 -0.95
H -2.39 -0.68 1.26
H -1.57 -2.27 1.52
H 0.55 -1.06 0.70
H -0.33 -1.06 -0.75
H -0.18 1.18 1.40
H -1.38 1.26 0.09
H 0.68 0.81 -1.54
H 2.18 2.61 -1.38
H 2.79 1.06 -2.15
H 3.86 2.17 -1.40
H 0.12 3.15 0.29
*
```

## Properties
E_tot ... -743.51577 hartree
Orbital gap ... 0.3369 hartree
HOMO ... -0.455 Eh
Energy relative to the best compared isomer or geometry (same formula, charge and spin) ... 33.2 kcal per mole

=====

The following is a DFT calculation (ωB97M-V with the def2-TZVPD basis set) of 2 unconnected molecules or ions with the total composition C8H19N4 in a non-equilibrium geometry.

The geometry in ORCA input format:
```
! wB97M-V def2-TZVPD RIJCOSX def2/J DEFGRID3
* xyz 1 1
C 1.56 -2.72 -0.99
C -1.04 3.46 -2.53
C 1.66 -2.32 0.45
C -1.16 2.17 -2.23
C 0.34 1.13 1.34
C 0.65 -2.65 1.25
C -1.11 1.69 -0.84
C 0.30 1.42 -0.16
N -0.80 0.23 1.87
N 0.50 -2.12 2.55
N 1.41 1.27 -0.76
N -1.73 0.36 -0.69
H 1.82 -3.83 -1.06
H 0.51 -2.63 -1.26
H -0.93 3.86 -3.49
H -0.76 4.10 -1.75
H 2.50 -1.72 0.80
H -1.30 1.41 -3.00
H 1.30 0.63 1.56
H 0.38 2.01 1.96
H -0.18 -3.32 0.97
H -1.55 2.32 -0.09
H -1.48 0.60 2.54
H -1.48 0.19 0.88
H 1.32 -1.71 2.84
H -0.44 -0.71 2.20
H 1.41 1.66 -1.76
H 2.17 -2.12 -1.57
H -1.22 -0.34 -1.16
H -2.68 0.36 -1.08
H 0.02 -2.66 3.23
*
```

## Properties
E_tot ... -534.93317 hartree
Orbital gap ... 0.3323 hartree
HOMO ... -0.430 Eh
Energy relative to the best compared isomer or geometry (same formula, charge and spin) ... 66.2 kcal per mole

=====

The following is a DFT calculation (ωB97M-V with the def2-TZVPD basis set) of 2 unconnected molecules or ions with the total composition C8H19N6P in a non-equilibrium geometry.

The geometry in ORCA input format:
```
! wB97M-V def2-TZVPD RIJCOSX def2/J DEFGRID3
* xyz 2 1
C -1.29 1.19 -0.51
C -2.33 -0.98 0.00
C 1.98 -0.62 -1.99
C 2.66 -1.47 -1.10
C 3.42 -1.76 2.66
C -0.47 3.34 -0.20
C -2.50 2.97 -1.67
C 2.04 -2.14 2.73
N -0.12 0.83 -0.20
N -1.15 -1.61 0.20
N 1.31 -1.19 -0.87
N -2.40 0.31 -0.36
N -1.57 2.45 -0.78
N -3.46 -1.66 0.19
P 0.47 -0.57 0.38
H 2.42 0.36 -2.06
H 1.71 -1.12 -2.88
H 2.75 -2.48 -1.60
H 3.46 -0.98 -0.48
H 3.78 -2.02 1.69
H 3.56 -0.68 2.90
H 4.06 -2.05 3.54
H -0.23 3.38 0.81
H 0.50 3.07 -0.54
H -0.69 4.38 -0.51
H -3.22 2.13 -1.96
H -3.05 3.72 -1.18
H -2.07 3.32 -2.57
H 1.61 -1.72 3.58
H 1.40 -2.79 2.05
H -1.30 -2.43 0.70
H -3.28 0.73 -0.58
H -3.57 -2.67 0.62
H -4.43 -1.25 -0.01
*
```

## Properties
E_tot ... -985.39350 hartree
Orbital gap (spin up / spin down) ... 0.2184 / 0.2184 hartree
HOMO (spin up / spin down) ... -0.557 / -0.557 Eh
Energy relative to the best compared isomer or geometry (same formula, charge and spin) ... 131.7 kcal per mole

=====

The following is a DFT calculation (ωB97M-V with the def2-TZVPD basis set) of 2 unconnected molecules or ions with the total composition C8H19NO in a non-equilibrium geometry.

The geometry in ORCA input format:
```
! wB97M-V def2-TZVPD RIJCOSX def2/J DEFGRID3
* xyz 0 1
C 1.25 -1.10 -1.92
C 1.71 -0.96 -0.50
C 2.63 -2.05 -0.03
C 1.43 0.12 0.26
C 1.99 0.37 1.63
O 0.58 1.11 -0.12
H 2.10 -1.12 -2.61
H 0.71 -2.05 -2.05
H 0.58 -0.31 -2.24
H 2.55 -2.26 1.04
H 3.67 -1.77 -0.23
H 2.43 -2.99 -0.55
H 3.04 0.09 1.72
H 1.92 1.43 1.87
H 1.42 -0.20 2.37
H -0.32 0.66 -0.61
C -2.44 -0.79 0.67
C -2.13 0.28 -0.37
C -2.11 1.87 0.49
N -1.55 2.94 -0.20
H -2.84 -1.69 0.20
H -3.23 -0.46 1.36
H -1.55 -1.01 1.26
H -3.02 0.46 -0.98
H -1.53 -0.17 -1.17
H -3.15 2.03 0.75
H -1.52 1.61 1.37
H -0.56 2.78 -0.39
H -2.06 3.19 -1.05
*
```

## Properties
E_tot ... -446.12395 hartree
Orbital gap ... 0.3261 hartree
HOMO ... -0.292 Eh
Energy relative to the best compared isomer or geometry (same formula, charge and spin) ... 68.3 kcal per mole

=====

The following is a DFT calculation (ωB97M-V with the def2-TZVPD basis set) of 2 unconnected molecules or ions with the total composition C8H19NO in a non-equilibrium geometry.

The geometry in ORCA input format:
```
! wB97M-V def2-TZVPD RIJCOSX def2/J DEFGRID3
* xyz 0 1
C -1.64 1.07 1.40
C -0.75 0.89 0.11
N -0.03 2.33 -0.22
C 1.15 2.56 0.64
C 0.21 1.93 -1.60
C -0.85 1.64 -2.58
O 1.47 1.74 -1.76
H -2.71 0.46 1.28
H -1.46 2.12 1.76
H -1.08 0.80 2.31
H 0.01 0.17 0.29
H -1.64 0.67 -0.37
H 1.10 2.54 1.61
H 1.72 1.48 0.45
H 1.59 3.61 0.50
H -0.62 0.61 -3.01
H -1.88 1.70 -2.08
H -1.00 2.31 -3.43
C 1.51 -2.35 -0.50
C 0.13 -2.60 0.01
C 0.08 -2.82 1.62
H 1.85 -1.35 -0.44
H 1.47 -2.56 -1.53
H 2.21 -2.86 0.20
H -0.50 -1.85 -0.23
H -0.14 -3.44 -0.59
H 0.64 -2.09 2.17
H -1.04 -2.82 2.02
H 0.20 -3.89 1.97
*
```

## Properties
E_tot ... -445.99927 hartree
Orbital gap ... 0.3615 hartree
HOMO ... -0.332 Eh
Energy relative to the best compared isomer or geometry (same formula, charge and spin) ... 146.5 kcal per mole

=====

The following is a DFT calculation (ωB97M-V with the def2-TZVPD basis set) of C8H19NO3S in the gas phase in a non-equilibrium geometry.

The geometry in ORCA input format:
```
! wB97M-V def2-TZVPD RIJCOSX def2/J DEFGRID3
* xyz 0 1
C 1.99 -3.02 -0.54
C 1.18 -2.08 0.30
C 0.81 -0.75 -0.43
C -0.28 0.12 0.18
N -0.26 -0.20 1.88
C -0.10 1.63 -0.13
C -0.45 2.00 -1.63
C -1.04 2.40 0.81
C 1.26 2.08 0.35
S -1.93 -0.63 -0.23
O -2.92 -0.12 0.75
O -2.35 -0.66 -1.62
O -1.66 -2.16 0.30
H 2.81 -2.36 -0.86
H 1.32 -3.27 -1.35
H 2.06 -4.00 -0.03
H 0.35 -2.61 0.66
H 1.73 -1.92 1.19
H 1.70 -0.21 -0.37
H 0.49 -0.97 -1.52
H -1.08 0.22 2.30
H -0.53 -1.18 1.95
H -0.72 3.14 -1.72
H -1.26 1.28 -1.98
H 0.41 1.94 -2.37
H -2.02 1.96 0.70
H -0.86 2.15 1.79
H -1.23 3.48 0.59
H 1.58 1.56 1.18
H 1.43 3.17 0.25
H 2.03 1.72 -0.47
H -2.46 -2.70 0.07
*
```

## Properties
E_tot ... -994.77850 hartree
Orbital gap ... 0.3853 hartree
HOMO ... -0.370 Eh
Energy relative to the best compared isomer or geometry (same formula, charge and spin) ... 17.5 kcal per mole

=====

The following is a DFT calculation (ωB97M-V with the def2-TZVPD basis set) of a gas-phase ion, C8H19NOP (charge +1) in a non-equilibrium geometry.

The geometry in ORCA input format:
```
! wB97M-V def2-TZVPD RIJCOSX def2/J DEFGRID3
* xyz 1 1
C -1.59 -1.02 -0.36
N -1.23 0.07 -0.95
C -1.79 1.33 -0.49
C -3.24 1.44 -0.95
C -0.22 0.11 -2.03
C 1.04 0.82 -1.49
C 2.00 -0.07 -0.56
C 1.28 -0.63 0.59
C 1.01 -2.11 0.54
P 1.62 -0.09 2.20
O 0.35 -0.60 3.05
H -1.24 -1.96 -0.94
H -2.20 -1.16 0.49
H -1.80 1.16 0.64
H -1.35 2.20 -0.95
H -3.80 0.65 -0.70
H -3.72 2.33 -0.80
H -3.29 1.39 -2.06
H -0.64 0.75 -2.79
H 0.05 -0.90 -2.15
H 0.61 1.52 -0.79
H 1.63 1.28 -2.34
H 2.36 -0.93 -1.34
H 2.87 0.72 -0.40
H 0.35 -2.36 1.31
H 2.07 -2.56 0.77
H 0.52 -2.32 -0.43
H 1.65 1.37 2.14
H 2.54 -0.07 3.27
H 0.27 -0.41 3.99
*
```

## Properties
E_tot ... -787.15847 hartree
Orbital gap ... 0.2372 hartree
HOMO ... -0.389 Eh
Energy relative to the best compared isomer or geometry (same formula, charge and spin) ... 114.2 kcal per mole

=====

The following is a DFT calculation (ωB97M-V with the def2-TZVPD basis set) of a molecular structure, C8H19NS6W in a non-equilibrium geometry.

The geometry in ORCA input format:
```
! wB97M-V def2-TZVPD RIJCOSX def2/J DEFGRID3
* xyz 4 1
W 0.07 0.28 0.36
S 1.96 -0.24 -1.09
S -2.13 -0.79 0.27
C 3.12 1.14 -0.51
C 1.60 0.55 -2.73
C 0.26 1.23 -2.64
N -0.61 0.36 -1.77
C -2.02 0.82 -1.95
C -2.90 -0.22 -1.31
H 1.53 -0.26 -3.46
H 2.42 1.24 -3.00
H -0.19 1.37 -3.67
H 0.33 2.24 -2.20
H -2.27 0.96 -3.05
H -2.15 1.82 -1.49
H -2.96 -1.08 -1.97
H -3.91 0.16 -1.09
C -3.08 0.45 1.34
H -0.56 -0.59 -2.17
H -2.84 1.48 1.01
H -2.75 0.28 2.37
H -4.14 0.18 1.20
H 3.42 0.88 0.51
H 2.57 2.09 -0.53
H 3.98 1.11 -1.21
C 0.44 -3.23 -0.11
C 0.02 -2.84 -1.34
H -0.31 -3.53 0.64
H 1.52 -3.40 0.07
H -1.05 -2.80 -1.59
H 0.75 -2.55 -2.12
S -0.35 2.56 0.37
S 0.21 1.81 2.37
S 1.49 0.20 2.62
S 0.76 -1.50 1.69
*
```

## Properties
E_tot ... -2825.34362 hartree
Orbital gap (spin up / spin down) ... 0.2108 / 0.2107 hartree
HOMO (spin up / spin down) ... -0.863 / -0.863 Eh